Entry 1:
Density functional theory data (ωB97M-V/def2-TZVPD) for a molecular structure, C6H8FeO6 in a non-equilibrium geometry.

```
21
Properties=species:S:1:pos:R:3:forces:R:3
O -2.24407 0.36698 -1.78942 1.6 -1.8 0.1
H 2.49429 -2.33059 0.37643 -0.2 -0.3 0.0
C 0.62185 -1.26921 0.21248 3.3 -1.9 -2.3
Fe 1.88382 2.97540 1.17724 1.3 -0.5 -0.6
H 2.36213 -0.89882 1.45306 -0.2 -0.4 0.0
H -2.87030 1.97450 -2.03372 0.3 1.9 3.4
H -2.04132 -1.42301 0.06614 0.3 0.0 0.3
C 2.87115 0.71351 -0.45422 4.6 3.3 -9.8
H 0.27543 -1.71626 -0.72412 0.1 0.2 0.1
O -2.69559 2.19567 -0.93977 0.5 0.9 -2.2
C -1.71962 -0.73292 0.85594 -0.9 -0.5 -0.5
H -2.88946 -0.36217 -1.85807 0.2 -0.4 0.1
H 0.11189 -0.24724 1.99344 0.0 -0.1 -0.2
C -2.22501 1.06201 -0.65463 -4.2 -0.9 -2.5
O 2.80677 -0.56529 -0.55297 -1.1 -2.8 0.5
O -2.22795 0.60010 0.52493 1.5 0.5 0.9
O 2.50278 1.35921 0.53017 -2.8 2.7 5.2
C 2.09692 -1.31735 0.47614 0.3 0.9 0.3
C -0.24046 -0.72196 1.07390 -2.4 1.6 2.4
H -2.25366 -0.96967 1.78069 0.1 -0.1 0.0
O 3.38041 1.30710 -1.51364 -2.4 -2.4 4.8
```
Forces are in eV/Å.

Charge: +3
Calculated total energy: -1947.118326 hartree
E_LUMO (alpha / beta): -0.512 / -0.623 Eh
Expectation value of S²: 8.766
E_HOMO (alpha / beta): -0.7663 / -0.7446 Ha
Spin multiplicity: 6
HOMO-LUMO gap (alpha / beta): 6.908 / 3.305 eV

=====

Entry 2:
Density functional theory data (ωB97M-V/def2-TZVPD) for a molecular structure, C6H18Cl2N9O3RbS in a non-equilibrium geometry.

```
40
Properties=species:S:1:pos:R:3:forces:R:3
H -3.79797 1.50405 -1.63523 -0.1 0.0 0.0
N -2.09545 -3.03198 0.89380 -0.7 -0.9 -0.1
N -1.63813 -4.48432 -0.69222 0.0 -0.1 0.0
C 2.94496 -0.27706 -1.63583 -0.1 0.0 0.2
N 2.64843 3.29476 -0.19718 0.1 0.2 0.1
H -2.50434 0.50484 4.24785 0.0 0.0 0.0
H -3.69234 -3.79455 -1.68831 0.2 0.0 0.0
N -2.48523 -3.60822 -0.20789 0.6 -0.3 0.1
H 3.28383 0.73580 -1.40623 0.0 0.0 0.0
N -2.89340 1.15757 -1.35255 0.2 0.0 0.0
C -0.65403 -4.42378 0.20556 -0.2 -0.1 0.0
H 1.85518 2.69863 -0.35611 0.0 -0.1 0.0
O 2.01040 -0.65384 0.59080 0.3 0.0 -0.1
Rb -0.72064 -0.84355 0.59600 1.8 0.7 0.9
C -2.46078 0.97926 3.27560 -0.2 -0.2 -0.2
H -1.86498 2.73868 -1.93198 0.0 0.0 0.1
H 3.61202 -0.70658 -2.38489 0.0 0.0 0.0
H 2.38258 0.14650 0.99940 -0.1 0.1 0.0
O -1.86696 -0.88638 -1.46943 -0.8 -0.1 -1.5
C 3.26392 3.22974 1.00235 0.0 0.1 -0.2
H -2.91968 1.95995 3.27961 0.0 0.0 0.0
H 3.94901 -1.15865 0.05566 0.0 -0.1 0.0
C -2.91740 -0.25298 -1.25244 -0.7 0.3 -0.2
O -4.03960 -0.70181 -0.89292 0.2 -0.1 0.0
H 4.66521 4.14637 2.13230 0.0 0.0 0.0
N 4.17166 4.18958 1.26001 0.0 0.0 -0.1
H 1.93797 -0.22240 -2.05309 0.0 0.0 0.0
H 0.22175 -5.04641 0.15474 0.0 0.1 0.0
H 2.64786 -2.15084 -0.61496 0.0 0.0 0.1
S 2.94395 2.02645 2.10759 0.0 -0.1 0.3
Cl -3.28691 -0.03921 2.09028 -0.5 0.2 0.3
N -3.70204 -3.39045 -0.76301 -0.7 0.3 0.0
N -0.90847 -3.54931 1.17446 0.1 -0.3 0.1
C 2.94236 -1.12845 -0.37316 0.0 0.1 -0.2
Cl -0.76048 1.15896 2.82230 0.3 0.7 0.6
N -1.77262 1.73502 -2.00220 0.1 0.0 0.0
H -1.75981 1.48580 -2.98730 0.0 0.0 0.0
H 2.74232 4.11359 -0.77397 0.0 0.0 -0.1
H -3.90114 -2.35275 -0.80896 0.2 -0.1 0.1
H 4.41898 4.89797 0.59154 0.0 0.0 0.0
```
Forces are in eV/Å.

Calculated total energy: -2300.584865 hartree
E_LUMO: -0.003 Eh
E_HOMO: -0.3121 Ha
HOMO-LUMO gap: 8.425 eV